# 1
{
  "formula": "C23H32N2O3S2",
  "method": "ωB97M-V/def2-TZVPD",
  "species": ["C", "C", "C", "C", "C", "C", "C", "H", "H", "H", "C", "N", "C", "C", "O", "C", "H", "H", "H", "C", "H", "H", "S", "O", "C", "C", "O", "N", "H", "C", "C", "C", "H", "H", "S", "C", "C", "C", "C", "C", "C", "H", "H", "H", "H", "H", "H", "H", "H", "H", "H", "H", "H", "H", "H", "H", "H", "H", "H", "H", "H", "H"],
  "xyz": [[1.3966, 5.2934, -1.4135], [1.6971, 3.8279, -1.3362], [0.7596, 2.8849, -1.7263], [1.0355, 1.5215, -1.6266], [2.2768, 1.1001, -1.1549], [3.2151, 2.0390, -0.7684], [2.9258, 3.3903, -0.8495], [3.6621, 4.1180, -0.5397], [4.1789, 1.7173, -0.4015], [2.4881, 0.0438, -1.1138], [0.0442, 0.5429, -2.0198], [0.0099, -0.7145, -1.6764], [-1.0717, -1.2445, -2.3303], [-1.6766, -0.2450, -3.0498], [-0.9655, 0.8887, -2.8457], [-2.8561, -0.2255, -3.9470], [-3.1273, 0.8030, -4.1682], [-3.6892, -0.7293, -3.4622], [-2.6316, -0.7412, -4.8812], [-1.4510, -2.6631, -2.2247], [-0.6552, -3.2624, -1.7934], [-1.7452, -3.0609, -3.1952], [-2.9478, -2.9408, -1.1375], [-3.9467, -1.9622, -1.5844], [-2.2223, -2.1916, 0.3962], [-1.1546, -3.1418, 0.8888], [-1.0018, -4.2399, 0.3903], [-0.4257, -2.6729, 1.9161], [-0.5599, -1.7252, 2.2349], [0.7559, -3.3391, 2.4122], [2.0231, -2.8810, 1.6755], [2.0646, -1.3735, 1.4616], [3.0498, -1.0686, 1.1074], [1.3111, -1.0700, 0.7343], [1.7334, -0.4513, 3.0134], [1.2429, 1.1815, 2.3208], [-0.2510, 1.2078, 2.0269], [-0.6821, 2.5859, 1.5298], [-0.2928, 3.6709, 2.5278], [1.2108, 3.6359, 2.7803], [1.6232, 2.2681, 3.3166], [1.1201, 2.0757, 4.2671], [2.6994, 2.2383, 3.4964], [1.4904, 4.4102, 3.4971], [1.7410, 3.8302, 1.8445], [-0.5854, 4.6491, 2.1414], [-0.8222, 3.5099, 3.4697], [-1.7623, 2.5921, 1.3695], [-0.1974, 2.7879, 0.5727], [-0.4897, 0.4603, 1.2650], [-0.7972, 0.9589, 2.9409], [1.8129, 1.3068, 1.3970], [2.8910, -3.2030, 2.2516], [2.0633, -3.3558, 0.6931], [0.6161, -4.4125, 2.2726], [0.8473, -3.1156, 3.4767], [-1.8309, -1.2028, 0.1618], [-3.0376, -2.0969, 1.1130], [-0.2013, 3.2001, -2.1068], [2.1703, 5.8113, -1.9780], [1.3701, 5.7256, -0.4132], [0.4368, 5.4705, -1.8915]],
  "nbo_charge": [-0.6297, -0.0284, -0.1474, -0.1171, -0.1918, -0.2090, -0.2042, 0.2130, 0.2191, 0.2339, 0.4682, -0.4696, 0.0210, 0.3037, -0.4004, -0.6818, 0.2319, 0.2768, 0.2242, -0.6250, 0.2674, 0.2393, 1.3014, -1.0052, -0.7095, 0.6709, -0.6423, -0.6152, 0.4095, -0.2281, -0.4206, -0.5236, 0.2155, 0.2332, 0.1380, -0.3164, -0.4245, -0.3981, -0.3986, -0.3964, -0.4130, 0.2002, 0.2180, 0.2094, 0.1973, 0.2064, 0.1942, 0.2090, 0.2033, 0.2053, 0.2029, 0.2284, 0.2115, 0.2207, 0.2315, 0.2098, 0.2474, 0.2552, 0.2164, 0.2230, 0.2217, 0.2174],
  "lumo_ha": 0.0142,
  "e_above_lowest_ev": 0.030,
  "homo_lumo_gap_ha": 0.3164
}

=====

# 2
{
  "formula": "C9H52NO18",
  "method": "ωB97M-V/def2-TZVPD",
  "species": ["C", "C", "C", "C", "C", "C", "N", "O", "C", "C", "C", "H", "H", "H", "H", "H", "H", "H", "H", "H", "H", "H", "H", "H", "H", "H", "H", "H", "H", "O", "H", "H", "O", "H", "H", "O", "H", "H", "O", "H", "H", "O", "H", "H", "O", "H", "H", "O", "H", "H", "O", "H", "H", "O", "H", "H", "O", "H", "H", "O", "H", "H", "O", "H", "H", "O", "H", "H", "O", "H", "H", "O", "H", "H", "O", "H", "H", "O", "H", "H"],
  "xyz": [[32.2367, -8.6782, -13.8704], [32.5652, -7.2200, -13.7974], [31.6964, -6.3669, -12.7987], [32.1542, -6.1799, -11.3433], [33.6564, -5.8315, -11.2223], [34.5317, -6.6772, -12.1614], [33.9961, -6.8365, -13.5812], [34.9319, -7.0793, -14.6526], [34.8062, -8.0988, -11.5995], [35.8821, -5.8710, -12.1995], [32.0474, -6.7297, -15.1696], [31.1748, -8.8897, -13.9960], [32.3929, -9.1430, -12.8969], [32.7632, -9.2641, -14.6238], [30.6877, -6.7746, -12.7325], [31.4549, -5.3440, -13.0877], [32.0147, -7.1203, -10.8101], [31.4754, -5.4558, -10.8929], [33.9014, -6.1141, -10.1985], [33.6102, -4.7553, -11.3887], [35.4019, -8.7698, -12.2185], [33.9114, -8.6059, -11.2388], [35.4273, -7.9399, -10.7179], [36.0545, -5.4830, -11.1956], [35.9673, -5.0646, -12.9279], [36.7148, -6.5688, -12.2880], [31.0401, -7.1417, -15.2314], [32.7264, -7.0457, -15.9615], [32.0278, -5.6475, -15.2979], [37.4658, -6.0307, -9.1919], [36.9508, -6.6263, -9.7361], [38.3698, -6.1681, -9.4749], [34.8968, -5.2539, -17.5409], [35.8190, -5.0191, -17.6446], [34.8701, -5.7723, -16.7367], [33.7471, -1.8935, -12.3508], [34.2840, -1.2979, -11.8281], [32.8975, -1.9002, -11.9099], [28.8189, -7.5381, -11.5040], [29.7171, -7.2596, -11.6826], [28.9129, -8.3788, -11.0561], [33.2543, -8.5499, -7.5186], [33.5551, -8.2166, -8.3639], [33.9645, -8.3410, -6.9117], [36.8021, -2.9517, -10.0164], [36.3171, -3.7044, -9.6781], [36.1941, -2.2172, -9.9326], [40.1545, -6.9409, -12.7822], [39.2222, -6.8583, -12.9828], [40.5668, -7.1207, -13.6271], [37.2649, -8.9250, -8.0235], [36.8648, -9.5465, -8.6317], [38.0876, -9.3395, -7.7636], [32.7908, -8.6160, -18.3197], [31.8352, -8.5698, -18.3480], [33.0315, -8.1276, -17.5324], [29.2567, -4.4101, -15.5803], [29.2639, -4.6048, -16.5174], [29.9768, -3.7914, -15.4581], [35.1375, -10.3382, -14.7414], [35.6759, -9.9447, -15.4282], [34.7864, -9.5924, -14.2549], [31.4439, -2.7057, -14.8075], [31.3160, -2.2213, -13.9918], [32.2213, -3.2412, -14.6491], [34.4389, -11.4388, -12.1968], [33.5388, -11.7623, -12.1600], [34.5550, -11.1550, -13.1036], [34.0603, -4.1219, -14.3732], [34.2016, -3.9875, -13.4361], [34.2396, -5.0519, -14.5119], [36.6248, -10.6051, -10.0493], [37.1899, -10.4609, -10.8083], [35.7529, -10.7386, -10.4212], [37.8769, -8.3786, -13.9690], [37.1181, -7.8190, -14.1342], [38.0355, -8.8204, -14.8032], [27.6273, -5.8231, -13.9058], [28.2379, -5.5412, -14.5869], [28.0958, -6.5112, -13.4332]],
  "lowdin_charge": [-0.0525, -0.4676, -0.1150, -0.1813, -0.1319, -0.4382, -0.2094, -0.2815, -0.0294, -0.0231, -0.0436, 0.0802, 0.0668, 0.0803, 0.0719, 0.1114, 0.0940, 0.1113, 0.1105, 0.1046, 0.0677, 0.0710, 0.0591, 0.0416, 0.0844, 0.0603, 0.0839, 0.0507, 0.0678, -0.0462, -0.0054, 0.0444, -0.0602, 0.0233, -0.0131, -0.0281, 0.0350, 0.0353, -0.0383, -0.0173, 0.0425, -0.0524, 0.0092, 0.0310, -0.0508, 0.0070, 0.0156, -0.0688, -0.0077, 0.0220, -0.0706, -0.0333, 0.0258, -0.0536, 0.0269, -0.0030, -0.0478, 0.0528, -0.0017, -0.0585, 0.0435, -0.0118, -0.0415, 0.0369, -0.0029, -0.0418, 0.0419, -0.0120, -0.0555, -0.0053, -0.0070, -0.0396, 0.0613, 0.0204, -0.0552, -0.0044, 0.0353, -0.0716, -0.0349, -0.0141],
  "lumo_ha": 0.0689,
  "e_above_lowest_ev": 2.400,
  "charge": -1,
  "homo_lumo_gap_ha": 0.1985
}

=====

# 3
{
  "formula": "C5H6F2O3",
  "method": "ωB97M-V/def2-TZVPD",
  "species": ["O", "C", "C", "O", "O", "C", "H", "H", "F", "H", "C", "C", "H", "H", "F", "H"],
  "xyz": [[2.1104, -1.6805, -0.0610], [1.8725, -2.8026, 0.7294], [0.9918, -0.8858, -0.4495], [2.9023, -3.4598, 0.9629], [0.7010, -3.0298, 1.0770], [0.5370, 0.0499, 0.6046], [0.1461, -1.5254, -0.7363], [1.3281, -0.3185, -1.3293], [1.3761, 1.0736, 0.8802], [-0.0641, -0.2409, 1.4671], [-1.7144, 1.6663, -0.9865], [-2.1488, 2.5876, -0.1280], [-0.9664, 1.9616, -1.7219], [-2.2367, 0.7157, -1.1042], [-3.1196, 2.3123, 0.7650], [-1.7151, 3.5763, 0.0305]],
  "mulliken_spin": [0.0496, 0.0010, -0.0146, 0.0037, 0.0006, 0.8379, 0.0080, 0.0170, 0.0492, 0.0283, -0.0140, 0.0263, -0.0015, 0.0065, 0.0014, 0.0006],
  "lumo_ha": [0.1184, 0.1179],
  "s2": 0.75,
  "e_above_lowest_ev": 0.137,
  "spin_multiplicity": 2,
  "charge": -1,
  "homo_lumo_gap_ha": [0.2705, 0.2696]
}

=====

# 4
{
  "formula": "C36H88N14O9",
  "method": "ωB97M-V/def2-TZVPD",
  "species": ["C", "C", "C", "C", "C", "C", "C", "C", "C", "N", "O", "H", "H", "H", "H", "H", "H", "H", "H", "H", "H", "H", "H", "H", "H", "H", "H", "H", "H", "H", "C", "C", "C", "C", "C", "C", "C", "C", "C", "N", "O", "H", "H", "H", "H", "H", "H", "H", "H", "H", "H", "H", "H", "H", "H", "H", "H", "H", "H", "H", "C", "C", "C", "C", "C", "C", "C", "C", "C", "N", "O", "H", "H", "H", "H", "H", "H", "H", "H", "H", "H", "H", "H", "H", "H", "H", "H", "H", "H", "H", "C", "O", "C", "C", "C", "N", "H", "H", "H", "H", "H", "H", "H", "H", "H", "H", "H", "N", "C", "N", "O", "H", "H", "H", "H", "N", "C", "N", "O", "H", "H", "H", "H", "N", "C", "N", "O", "H", "H", "H", "H", "N", "C", "N", "O", "H", "H", "H", "H", "N", "C", "N", "O", "H", "H", "H", "H"],
  "xyz": [[-7.9074, 19.8614, -15.5823], [-8.7936, 18.8868, -14.7613], [-10.0149, 18.4969, -15.6250], [-7.9889, 17.6506, -14.3719], [-8.6043, 16.7864, -13.2610], [-8.9486, 17.6879, -12.0627], [-9.8254, 18.8903, -12.4167], [-11.2562, 18.3724, -12.7449], [-9.9518, 19.8042, -11.2036], [-9.1715, 19.5846, -13.5131], [-9.8438, 20.7966, -13.8313], [-7.5472, 19.3539, -16.4776], [-8.4761, 20.6990, -15.9777], [-7.1312, 20.0843, -14.8490], [-10.7429, 19.2981, -15.7351], [-9.6500, 18.4071, -16.6593], [-10.4013, 17.5013, -15.4225], [-7.8316, 17.0445, -15.2732], [-6.9641, 17.9674, -14.1516], [-9.4694, 16.2122, -13.5867], [-7.8227, 16.1024, -12.9179], [-8.1302, 18.0205, -11.4189], [-9.5066, 16.9762, -11.4408], [-11.6785, 17.6453, -12.0487], [-11.2225, 17.7699, -13.6492], [-11.9518, 19.2014, -12.8719], [-10.2770, 19.2374, -10.3304], [-10.6478, 20.6069, -11.4352], [-9.0114, 20.2398, -10.8536], [-9.1255, 21.4358, -13.8726], [-15.5426, 21.7520, -5.6785], [-14.9164, 20.3769, -5.8994], [-13.4839, 20.5539, -6.4694], [-14.8034, 19.6095, -4.5973], [-16.1525, 19.2427, -3.9949], [-16.7004, 18.1831, -4.9647], [-16.7958, 18.6365, -6.4189], [-16.8456, 17.3985, -7.3035], [-18.0717, 19.5144, -6.5087], [-15.6228, 19.4478, -6.8215], [-15.8517, 20.0410, -8.0819], [-14.8272, 22.3243, -5.0785], [-15.5554, 22.3431, -6.6013], [-16.5348, 21.8807, -5.2506], [-12.6669, 20.1058, -5.9147], [-13.4478, 20.1612, -7.4849], [-13.3323, 21.6181, -6.6724], [-14.1839, 18.7139, -4.7100], [-14.2496, 20.1710, -3.8332], [-16.0268, 18.8705, -2.9788], [-16.7351, 20.1626, -3.9267], [-17.6622, 17.8121, -4.5949], [-16.1002, 17.2788, -4.8108], [-16.8919, 17.5605, -8.3849], [-17.7848, 16.8521, -7.1521], [-16.0289, 16.6986, -7.1186], [-18.8762, 19.0486, -5.9355], [-18.5428, 19.5566, -7.4977], [-17.8611, 20.5512, -6.2667], [-15.1605, 19.6620, -8.6381], [-7.5795, 16.3693, -4.3795], [-7.9345, 14.9271, -4.8199], [-8.1888, 14.0830, -3.5639], [-9.2835, 15.1084, -5.5797], [-9.4870, 14.0206, -6.6126], [-8.2786, 14.0229, -7.5710], [-7.0138, 13.5313, -6.8621], [-7.1249, 12.0439, -6.4765], [-5.8461, 13.7370, -7.8104], [-6.8775, 14.4315, -5.7063], [-5.7028, 14.1634, -4.9610], [-6.6779, 16.3832, -3.7614], [-7.4380, 17.0297, -5.2320], [-8.4076, 16.7262, -3.7656], [-8.4896, 13.0685, -3.8397], [-7.2260, 13.9168, -3.0732], [-8.8905, 14.5432, -2.8753], [-10.0982, 14.9877, -4.8533], [-9.5415, 16.1164, -5.9143], [-9.6422, 13.0594, -6.1195], [-10.3597, 14.2623, -7.2228], [-8.2381, 15.0773, -7.8609], [-8.3968, 13.4550, -8.4922], [-7.7610, 11.9419, -5.5970], [-6.1584, 11.6355, -6.1790], [-7.5080, 11.4338, -7.2963], [-5.6867, 14.8154, -7.9187], [-5.9150, 13.2236, -8.7675], [-4.8892, 13.4371, -7.3680], [-5.1212, 14.9012, -5.1755], [-4.7543, 16.7299, -11.0552], [-5.0831, 17.9142, -10.3466], [-6.1931, 17.7362, -9.4902], [-6.5338, 19.0407, -8.7926], [-7.8408, 18.8273, -8.0083], [-6.7738, 20.0850, -9.8273], [-5.0559, 15.8482, -10.4772], [-3.6954, 16.6779, -11.2799], [-5.3951, 16.6721, -11.9426], [-7.0010, 17.1907, -9.9923], [-5.9471, 17.0496, -8.6551], [-5.8024, 19.4153, -8.0808], [-7.5823, 18.1151, -7.2139], [-8.6201, 18.2885, -8.5441], [-8.0484, 19.8008, -7.5735], [-7.5948, 19.8450, -10.3740], [-5.9949, 19.9940, -10.4745], [-14.8754, 12.8888, -9.6702], [-14.4383, 14.1551, -9.4462], [-15.1607, 15.1375, -10.0379], [-13.4405, 14.3844, -8.7372], [-15.7440, 12.7650, -10.1541], [-14.3592, 12.1019, -9.3303], [-15.1181, 16.0748, -9.6809], [-15.9088, 14.8524, -10.6425], [-14.1163, 22.5902, -9.5446], [-13.3863, 21.4982, -9.9295], [-12.2630, 21.2408, -9.2182], [-13.7646, 20.7972, -10.8715], [-13.6574, 23.1654, -8.8596], [-14.7453, 22.9238, -10.2516], [-11.8781, 20.3246, -9.3906], [-11.8150, 21.6822, -8.4376], [-12.8988, 13.1526, -13.0188], [-13.5706, 14.3173, -13.3052], [-12.8992, 15.4440, -12.9774], [-14.7278, 14.3551, -13.7318], [-13.3001, 12.2475, -13.1720], [-11.8971, 13.1696, -12.9464], [-12.1610, 15.5229, -12.3025], [-13.4643, 16.2360, -13.2481], [-9.1504, 13.6669, -10.7980], [-10.3962, 14.1155, -10.4824], [-11.0290, 13.3109, -9.6071], [-10.9307, 15.1422, -10.9055], [-8.6077, 14.0685, -11.5402], [-8.7421, 12.9332, -10.2566], [-12.0149, 13.5440, -9.4475], [-10.6191, 12.4183, -9.4104], [-11.6805, 17.4010, -9.5601], [-11.7010, 17.8799, -8.2877], [-12.3242, 17.0575, -7.3834], [-11.3087, 19.0054, -7.9874], [-11.2869, 17.9902, -10.2659], [-12.0011, 16.4677, -9.7473], [-12.7578, 16.2011, -7.6934], [-12.5674, 17.5655, -6.5502]],
  "lowdin_charge": [-0.0297, -0.5090, -0.0364, -0.1368, -0.1517, -0.1280, -0.4844, -0.0095, -0.0181, -0.0900, -0.0128, 0.0837, 0.0802, 0.0880, 0.0887, 0.0794, 0.0693, 0.1220, 0.1143, 0.1049, 0.0937, 0.0923, 0.0920, 0.0497, 0.0496, 0.0969, 0.0516, 0.0862, 0.0695, 0.1015, -0.0402, -0.4854, -0.0238, -0.1681, -0.1603, -0.1539, -0.4945, -0.0423, -0.0193, -0.1052, -0.0096, 0.0879, 0.0783, 0.0670, 0.0821, 0.0462, 0.0680, 0.1144, 0.1251, 0.1112, 0.1031, 0.1139, 0.1150, 0.0738, 0.0879, 0.0740, 0.0805, 0.0813, 0.0675, 0.0892, -0.0315, -0.4960, -0.0318, -0.1429, -0.1697, -0.1330, -0.5183, -0.0149, -0.0386, -0.0971, -0.0126, 0.0798, 0.0625, 0.0863, 0.0733, 0.0788, 0.0842, 0.1172, 0.1104, 0.1090, 0.0913, 0.1262, 0.0699, 0.0656, 0.0825, 0.0829, 0.0691, 0.0850, 0.0816, 0.1051, -0.0892, -0.1819, -0.2395, -0.3903, -0.0500, 0.0503, 0.0741, 0.0885, 0.0773, 0.1097, 0.1137, 0.1382, 0.0549, 0.0661, 0.0884, 0.0096, 0.0638, 0.1779, -0.6288, 0.1980, -0.0340, 0.1028, 0.1081, 0.1036, 0.1061, 0.1574, -0.6880, 0.1588, 0.0008, 0.0914, 0.1045, 0.0509, 0.1049, 0.1520, -0.6846, 0.1666, -0.0062, 0.0939, 0.0836, 0.0367, 0.1108, 0.1743, -0.6381, 0.1812, -0.0259, 0.0996, 0.0784, 0.0621, 0.1064, 0.1931, -0.6391, 0.1836, -0.0193, 0.0350, 0.0636, 0.0586, 0.0908],
  "lumo_ha": 0.0031,
  "smiles": "CC1(C)CCCC(C)(C)N1O.CC1(C)CCCC(C)(C)N1O.CC1(C)CCCC(C)(C)N1O.COC[C@H](C)N.NC(N)=O.NC(N)=O.NC(N)=O.NC(N)=O.NC(N)=O",
  "homo_lumo_gap_ha": 0.2985
}